Record 1
The following is a DFT calculation (the ωB97M-V functional and the def2-TZVPD basis) of 7 unconnected molecules or ions with the total composition C35H63BClN2O16P.

Computed properties:
HOMO-LUMO gap, eV: 8.56
SMILES: CN(C)B(O)[C@@H]1C(=O)O[C@@H](c2ccncc2)[C@H]1P(O)Cl.CCOC(C)=O.CCOC(C)=O.CCOC(C)=O.CCOC(C)=O.CCOC(C)=O.CCOC(C)=O

ORCA input file:
```
! RIJCOSX wB97M-V def2-TZVPD def2/J DEFGRID3
* xyz 0 1
C 3.921 1.367 -0.242
N 4.689 2.577 -0.579
C 4.752 3.416 0.625
B 4.181 3.279 -1.755
O 5.106 3.905 -2.578
C 2.645 3.425 -2.175
C 2.451 3.159 -3.690
O 3.187 2.615 -4.467
O 1.236 3.700 -4.031
C 0.660 4.469 -2.959
C -0.295 3.481 -2.296
C -0.686 2.324 -2.949
C -1.492 1.452 -2.269
N -1.966 1.584 -1.049
C -1.610 2.701 -0.432
C -0.801 3.619 -1.031
C 1.977 4.808 -2.167
P 1.877 5.828 -0.643
O 1.749 4.686 0.514
Cl 3.835 6.594 -0.566
H 4.352 0.915 0.651
H 2.883 1.643 0.007
H 3.903 0.656 -1.067
H 5.441 2.934 1.326
H 3.781 3.446 1.131
H 5.146 4.410 0.435
H 5.679 3.220 -2.939
H 2.072 2.593 -1.752
H 0.240 5.415 -3.291
H -0.355 2.109 -3.950
H -1.754 0.533 -2.787
H -1.953 2.860 0.583
H -0.530 4.493 -0.458
H 2.543 5.419 -2.878
H 1.275 5.086 1.260
O 0.226 4.270 3.729
C 0.969 3.325 3.799
O 1.793 3.199 4.851
C 2.553 2.001 5.079
C 3.863 1.995 4.319
C 1.067 2.314 2.686
H 1.947 1.121 4.861
H 2.754 1.980 6.150
H 3.706 2.028 3.244
H 4.430 1.096 4.554
H 4.462 2.869 4.584
H 1.750 2.698 1.929
H 0.081 2.179 2.244
H 1.403 1.336 3.012
O 3.392 -0.055 2.158
C 2.713 -1.050 2.174
O 2.905 -1.980 3.116
C 1.977 -3.057 3.325
C 2.212 -4.201 2.370
C 1.696 -1.314 1.091
H 0.948 -2.697 3.272
H 2.139 -3.382 4.352
H 2.063 -3.891 1.337
H 1.525 -5.019 2.586
H 3.236 -4.570 2.447
H 2.199 -1.765 0.236
H 1.263 -0.360 0.790
H 0.874 -1.952 1.404
O -1.250 6.196 -0.695
C -1.985 6.929 -1.304
O -3.102 6.426 -1.845
C -4.134 7.229 -2.425
C -3.838 7.558 -3.873
C -1.626 8.376 -1.542
H -4.316 8.120 -1.823
H -5.039 6.626 -2.366
H -2.927 8.148 -3.973
H -4.662 8.119 -4.314
H -3.691 6.641 -4.445
H -0.970 8.441 -2.409
H -1.095 8.742 -0.667
H -2.485 9.027 -1.686
O 2.080 -4.392 -1.132
C 1.310 -5.312 -1.138
O 1.470 -6.308 -0.246
C 0.515 -7.347 -0.030
C 0.702 -8.490 -1.007
C 0.217 -5.418 -2.176
H -0.501 -6.949 -0.042
H 0.696 -7.703 0.984
H 0.544 -8.167 -2.036
H 0.003 -9.298 -0.788
H 1.719 -8.877 -0.944
H 0.630 -5.863 -3.080
H -0.137 -4.415 -2.402
H -0.650 -5.990 -1.851
O -1.370 -2.999 3.573
C -2.163 -2.356 2.935
O -3.250 -2.951 2.428
C -4.305 -2.195 1.825
C -4.008 -1.906 0.370
C -1.923 -0.898 2.615
H -4.505 -1.289 2.399
H -5.199 -2.813 1.904
H -3.108 -1.301 0.258
H -4.839 -1.371 -0.090
H -3.839 -2.832 -0.179
H -1.286 -0.829 1.735
H -1.416 -0.442 3.463
H -2.832 -0.326 2.448
O -2.866 -4.607 -1.879
C -3.379 -5.637 -1.543
O -3.142 -6.112 -0.305
C -3.842 -7.218 0.269
C -3.215 -8.540 -0.123
C -4.211 -6.455 -2.504
H -4.905 -7.174 0.025
H -3.765 -7.083 1.347
H -3.258 -8.703 -1.200
H -3.725 -9.367 0.372
H -2.162 -8.557 0.162
H -3.548 -7.074 -3.107
H -4.748 -5.770 -3.155
H -4.957 -7.083 -2.021
*
```

Record 2
The following is a DFT calculation (the ωB97M-V functional and the def2-TZVPD basis) of a gas-phase ion, C4H4N (charge +1).

Computed properties:
HOMO-LUMO gap, eV: 9.49
SMILES: C#[N+]C=C=C

ORCA input file:
```
! RIJCOSX wB97M-V def2-TZVPD def2/J DEFGRID3
* xyz 1 1
C 2.448 0.409 0.209
C -0.860 -0.288 -0.195
C 0.371 -0.940 -0.206
C -1.959 0.402 -0.027
N 1.370 0.004 -0.051
H 3.385 0.895 -0.032
H 0.049 -1.909 0.027
H -2.675 0.855 -0.763
H -2.130 0.570 1.039
*
```

Record 3
The following is a DFT calculation (the ωB97M-V functional and the def2-TZVPD basis) of a molecular structure, C4H6CuO.

Computed properties:
HOMO-LUMO gap, eV: 6.12

ORCA input file:
```
! RIJCOSX wB97M-V def2-TZVPD def2/J DEFGRID3
* xyz 1 1
C -1.141 0.206 1.291
C -0.056 -0.689 1.233
C 0.762 -0.721 0.034
C 0.274 0.203 -1.017
O 1.028 0.784 -1.786
Cu 1.148 1.977 -3.831
H -0.887 1.227 1.599
H -2.022 -0.171 1.821
H -0.188 -1.656 1.726
H 1.842 -0.633 0.195
H 0.077 -1.280 -1.008
H -0.836 0.753 -0.258
*
```

Record 4
The following is a DFT calculation (the ωB97M-V functional and the def2-TZVPD basis) of a gas-phase ion, C4H7BrNS (charge +1).

Computed properties:
HOMO-LUMO gap, eV: 9.04
SMILES: C[N@H+]1CSC=C1Br

ORCA input file:
```
! RIJCOSX wB97M-V def2-TZVPD def2/J DEFGRID3
* xyz 1 1
C -1.190 2.184 -0.267
C -1.503 0.807 0.026
C 0.865 0.881 0.512
C -0.119 -1.144 -0.508
N -0.330 0.003 0.411
S 0.455 2.589 -0.089
Br -3.196 -0.001 0.034
H -1.927 2.901 -0.564
H 1.203 0.978 1.543
H 1.678 0.506 -0.112
H -1.063 -1.668 -0.662
H 0.247 -0.789 -1.470
H 0.603 -1.835 -0.077
H -0.527 -0.403 1.335
*
```

Record 5
The following is a DFT calculation (the ωB97M-V functional and the def2-TZVPD basis) of a molecular structure, C12H13BrHoO2.

Computed properties:
HOMO-LUMO gap (spin up / spin down), eV: 4.88 / 4.88

ORCA input file:
```
! RIJCOSX wB97M-V def2-TZVPD def2/J DEFGRID3
* xyz -1 5
C -2.358 -0.821 0.034
C -1.972 -1.395 1.254
C -1.377 -0.313 2.158
H -2.186 -2.404 1.644
C -1.578 0.950 1.423
C -2.206 0.584 0.190
H -2.688 1.289 -0.486
H -2.795 -1.339 -0.798
H -1.653 -0.292 3.214
H -1.634 1.901 1.921
Ho 0.090 -0.717 -0.070
Br 1.536 -2.723 -1.259
C 2.333 0.873 -3.210
C 1.225 1.657 -3.611
C 0.229 0.777 -4.145
H 1.149 2.737 -3.558
C 0.733 -0.541 -4.071
C 2.060 -0.483 -3.549
H 2.734 -1.310 -3.424
H 3.239 1.229 -2.753
H -0.725 1.080 -4.560
H 0.219 -1.439 -4.364
C 0.929 0.666 4.741
O 0.577 -0.677 4.056
C 0.204 -0.684 2.783
O 0.969 -1.247 1.909
H 1.970 0.554 5.102
H 0.138 0.740 5.484
H 0.837 1.349 3.945
*
```

Record 6
The following is a DFT calculation (the ωB97M-V functional and the def2-TZVPD basis) of 3 unconnected molecules or ions with the total composition C15H24F14INO6PS2.

Computed properties:
HOMO-LUMO gap, eV: 6.62

ORCA input file:
```
! RIJCOSX wB97M-V def2-TZVPD def2/J DEFGRID3
* xyz 1 1
N -2.063 -0.713 2.620
P -2.104 -1.632 1.094
I -1.576 -4.056 1.457
C -0.601 -0.970 0.045
C 0.790 -1.501 0.807
C 1.623 -2.613 -0.063
C 2.441 -3.722 0.828
F 1.720 -4.995 1.062
F 3.662 -4.084 0.015
C 3.006 -3.178 2.267
F 2.015 -3.326 3.397
F 4.141 -4.100 2.644
F 3.614 -1.814 2.214
C -3.653 -1.353 0.015
F -3.471 0.000 -0.633
F -3.612 -2.335 -1.093
C -5.072 -1.272 0.827
F -6.073 -0.651 -0.120
F -4.975 -0.278 1.961
C -5.583 -2.672 1.500
F -6.897 -2.356 2.176
F -4.663 -3.059 2.627
C -5.898 -3.890 0.452
F -6.967 -4.817 0.983
F -6.362 -3.470 -0.889
F -4.709 -4.789 0.216
H -1.136 -0.193 2.670
H -2.207 -1.313 3.462
H -0.665 -1.501 -1.000
H -0.572 0.198 -0.009
H 1.485 -0.539 0.932
H 0.536 -1.859 1.901
H 2.431 -2.112 -0.786
H 0.893 -3.201 -0.801
O -3.026 3.505 -1.273
S -3.831 2.959 -2.346
O -3.326 1.947 -3.245
O -4.438 4.190 -3.229
C -3.528 5.115 -3.817
C -2.785 4.498 -4.988
C -5.362 2.374 -1.666
H -2.833 5.498 -3.065
H -4.117 5.964 -4.177
H -2.139 3.678 -4.661
H -2.153 5.241 -5.484
H -3.488 4.083 -5.717
H -5.781 3.139 -1.008
H -5.144 1.468 -1.095
H -6.046 2.141 -2.483
O 6.896 0.391 -0.758
S 6.526 0.678 0.612
O 5.382 1.496 0.942
O 7.831 1.258 1.400
C 8.470 2.423 0.886
C 7.637 3.668 1.126
C 6.377 -0.855 1.493
H 8.697 2.297 -0.177
H 9.425 2.527 1.411
H 6.695 3.629 0.571
H 8.174 4.566 0.804
H 7.383 3.765 2.186
H 7.250 -1.478 1.286
H 5.470 -1.352 1.138
H 6.289 -0.644 2.559
*
```

Record 7
The following is a DFT calculation (the ωB97M-V functional and the def2-TZVPD basis) of 5 unconnected molecules or ions with the total composition C38H61N8O.

Computed properties:
HOMO-LUMO gap, eV: 6.66

ORCA input file:
```
! RIJCOSX wB97M-V def2-TZVPD def2/J DEFGRID3
* xyz 1 1
C 3.429 0.439 5.219
C 2.020 1.058 5.330
O 0.973 0.101 5.368
C 0.715 -0.495 4.100
C -0.778 -0.279 3.783
C -1.627 -0.915 4.927
C -1.198 -2.326 5.392
N -1.016 1.178 3.941
C -0.650 1.926 2.735
C -1.571 1.436 1.611
C -1.882 2.428 0.475
C -3.196 3.163 0.793
C -4.432 2.369 0.291
N -5.445 2.276 1.360
N -1.108 0.082 1.216
C 0.267 -0.087 0.653
C 0.921 1.081 -0.084
C 2.386 0.773 -0.444
C 3.266 0.798 0.842
C 2.513 -0.596 -1.149
C -1.352 -0.834 2.432
C -1.108 -2.301 2.091
C -2.234 -3.027 1.764
C -2.058 -4.361 1.459
C -0.771 -4.838 1.470
N 0.324 -4.164 1.771
C 0.136 -2.880 2.077
H 3.410 -0.649 5.203
H 3.898 0.780 4.291
H 4.039 0.782 6.052
H 1.963 1.590 6.280
H 1.807 1.807 4.556
H 1.395 -0.005 3.394
H 1.027 -1.535 4.197
H -1.476 -0.239 5.768
H -2.689 -0.849 4.672
H -0.690 -2.229 6.352
H -2.091 -2.921 5.582
H -0.526 -2.846 4.716
H -1.986 1.355 4.176
H -0.841 2.986 2.909
H 0.412 1.824 2.517
H -2.532 1.323 2.116
H -1.080 3.149 0.316
H -2.033 1.869 -0.458
H -3.335 3.285 1.868
H -3.180 4.133 0.297
H -4.141 1.361 -0.023
H -4.856 2.857 -0.591
H -6.167 2.968 1.201
H -5.891 1.368 1.352
H -1.764 -0.268 0.517
H 0.222 -0.909 -0.062
H 0.978 -0.433 1.398
H 0.817 2.049 0.404
H 0.406 1.199 -1.049
H 2.702 1.549 -1.139
H 3.846 1.720 0.848
H 3.919 -0.073 0.834
H 2.669 0.775 1.757
H 1.640 -0.807 -1.773
H 2.687 -1.393 -0.424
H 3.371 -0.560 -1.823
H -2.433 -0.767 2.570
H -3.214 -2.566 1.785
H -2.880 -5.019 1.221
H -0.629 -5.884 1.202
H 1.029 -2.312 2.295
N 6.640 -1.665 -1.849
C 6.248 -1.891 -3.142
C 7.259 -1.476 -3.965
C 8.306 -0.985 -3.138
C 7.895 -1.117 -1.840
H 6.093 -1.869 -1.034
H 5.287 -2.324 -3.362
H 7.251 -1.520 -5.041
H 9.251 -0.582 -3.462
H 8.385 -0.868 -0.914
N -8.898 4.768 0.632
C -9.666 5.027 1.737
C -10.878 4.418 1.556
C -10.840 3.761 0.296
C -9.607 3.993 -0.249
H -7.962 5.098 0.489
H -9.285 5.621 2.550
H -11.701 4.439 2.250
H -11.629 3.185 -0.157
H -9.174 3.678 -1.183
N -1.355 -0.978 -2.507
C -1.471 -0.210 -3.639
C -1.285 -1.029 -4.717
C -1.053 -2.343 -4.221
C -1.105 -2.282 -2.857
H -1.441 -0.640 -1.571
H -1.673 0.846 -3.577
H -1.313 -0.725 -5.749
H -0.871 -3.230 -4.804
H -0.985 -3.047 -2.107
N 6.936 -2.171 -7.989
C 7.271 -0.909 -8.401
C 6.575 -0.644 -9.549
C 5.786 -1.790 -9.840
C 6.028 -2.712 -8.858
H 7.300 -2.630 -7.174
H 7.973 -0.313 -7.843
H 6.625 0.269 -10.119
H 5.117 -1.920 -10.674
H 5.637 -3.703 -8.705
*
```

Record 8
The following is a DFT calculation (the ωB97M-V functional and the def2-TZVPD basis) of C5H3N in the gas phase.

Computed properties:
HOMO-LUMO gap, eV: 8.62

ORCA input file:
```
! RIJCOSX wB97M-V def2-TZVPD def2/J DEFGRID3
* xyz 0 1
C -1.048 -0.203 -0.611
C 1.190 -0.584 -0.296
C -1.640 -1.580 -2.478
C -0.617 -1.189 -1.652
C 0.018 0.133 0.167
N 0.790 -1.325 -1.330
H -2.057 0.151 -0.520
H 2.206 -0.595 0.036
H -0.030 0.827 0.988
*
```

The calculation returns the following F_max values, one per record and in order: 2.28; 7.20; 4.23; 5.67; 4.25; 5.74; 2.06; 4.99 eV/A.